Entry from the Open Molecules 2025 dataset: C34H50O27 as an isolated structure at a distorted geometry (wB97M-V/def2-TZVPD).

Values from the calculation:
**Gap between HOMO and LUMO**: 8.635 eV
**Lowest unoccupied orbital energy**: -0.51 eV
**Energy relative to the best compared isomer or geometry (same formula, charge and spin)**: 20.4081 eV

Cartesian coordinates (Å):
O  -0.26  1.95  -4.12
H  4.99  0.46  -2.53
H  1.44  0.68  0.67
H  3.99  3.75  2.98
C  -2.48  0.23  1.86
H  1.55  -6.50  4.03
O  5.24  3.68  1.22
C  -1.13  -2.16  0.63
C  1.69  -6.26  2.97
O  2.07  -0.10  -2.53
H  -0.56  -0.92  -2.03
H  -5.00  -0.84  2.12
C  3.19  -5.07  1.79
H  -2.47  -0.71  -5.72
O  3.71  2.50  0.14
H  -1.19  3.82  -4.52
O  -4.92  -2.48  -1.58
H  -2.59  -2.85  -4.69
H  0.80  -1.69  2.07
C  -0.61  0.95  -3.39
O  -0.49  3.52  -0.95
O  -3.52  -0.10  1.10
H  0.25  1.42  3.82
O  -0.64  3.43  1.22
H  1.09  2.25  1.14
O  2.05  -4.33  1.80
H  -1.01  -4.92  2.30
H  -2.73  -2.77  2.04
H  -1.99  -0.17  -1.60
H  -0.43  3.84  -3.03
H  -2.00  0.07  -4.17
O  -0.32  -1.22  0.96
H  -2.96  2.58  -3.72
C  -3.08  -1.82  2.45
H  -1.22  -3.56  -3.27
O  -1.33  -3.15  1.34
O  4.26  -4.78  1.27
H  -0.15  -6.01  1.12
H  1.18  4.68  -0.48
O  2.97  -2.11  5.36
C  2.05  -1.83  4.65
O  -2.13  1.37  2.05
H  3.40  -0.04  -0.92
H  0.09  6.74  -1.51
O  -1.19  1.68  -0.08
H  -5.23  -2.94  0.58
C  -2.47  -2.03  -3.98
C  0.09  4.74  -0.50
H  0.47  5.04  1.70
H  -1.13  0.52  0.51
C  -0.14  -5.06  1.66
C  -0.94  3.15  -3.70
H  1.71  -0.39  -0.68
O  -2.07  -0.86  2.59
H  2.48  1.54  -1.21
C  4.06  1.03  -2.62
H  1.07  1.19  -0.92
O  3.50  0.85  -3.87
H  -0.41  -2.69  2.91
H  0.84  0.58  2.42
O  1.27  -0.70  4.69
H  -1.50  6.15  -0.96
C  1.11  -4.90  2.61
H  -3.47  -1.91  3.47
C  2.34  0.17  -3.81
C  0.04  0.58  3.16
O  1.76  -0.40  -4.74
H  -0.86  5.55  -2.44
O  5.99  2.44  -0.48
C  -3.85  -2.40  -2.22
H  -0.93  0.78  2.72
O  -0.15  -0.16  -3.49
C  2.93  0.64  -1.63
C  -1.71  -2.66  -2.91
O  -2.71  -2.99  -2.01
C  5.02  2.82  0.21
H  1.22  -7.04  2.38
C  -1.95  -0.84  -4.77
C  3.00  3.40  1.00
O  1.57  -2.65  3.68
H  -5.17  -1.40  -0.24
C  -2.12  2.59  -3.02
O  -1.69  -1.93  -0.56
H  4.05  5.11  1.87
C  -4.59  -2.07  0.39
H  0.86  -4.33  3.51
O  -1.65  1.31  -2.68
C  -0.75  2.81  0.05
O  3.00  -6.08  2.59
H  -1.17  5.29  1.22
C  0.13  -0.81  3.88
H  1.30  3.49  2.32
H  -0.70  -0.96  4.57
H  -0.23  -4.20  1.00
O  -3.72  -1.73  -3.39
H  -0.93  -2.02  -2.50
C  -0.28  4.73  0.97
H  4.35  2.08  -2.59
C  1.85  2.72  1.78
C  1.00  0.33  -0.26
C  -0.56  5.86  -1.44
C  -0.45  -0.16  -0.01
C  4.06  4.02  1.92
C  -1.20  -0.78  -1.16
C  0.45  -2.04  3.04
H  -3.73  -2.39  -0.20
H  -0.93  -1.08  -5.05
H  -2.31  3.04  -2.05
H  2.57  4.22  0.43
H  2.16  1.90  2.43
C  -4.17  -1.28  1.57



Entry from the Open Molecules 2025 dataset: C34H51BaClN5O4 as an isolated structure (wB97M-V/def2-TZVPD).

Values from the calculation:
**Gap between HOMO and LUMO**: 6.146 eV
**Total charge**: -1
**Lowest unoccupied orbital energy**: 2.30 eV
**Energy relative to the best compared isomer or geometry (same formula, charge and spin)**: 1.6628 eV

Cartesian coordinates (Å):
H  -1.96  -3.30  5.69
H  -4.66  -3.87  3.31
C  -0.21  3.00  0.81
H  3.11  4.16  3.12
H  -5.10  -0.75  -1.37
C  -2.01  1.92  2.36
N  4.13  1.57  -3.41
C  1.37  1.39  -2.90
H  3.76  2.89  2.08
C  -1.83  -2.87  -0.77
H  1.21  2.36  -2.42
H  0.33  2.69  5.00
C  -2.59  -3.02  -2.09
H  3.27  -1.26  -2.18
C  -1.86  -1.41  -0.27
N  3.06  -0.49  -4.12
C  0.15  -1.58  5.63
C  -0.56  -1.44  3.23
H  1.88  5.23  0.19
C  -0.75  -1.98  4.49
C  -1.80  -2.87  4.71
C  -3.77  -4.18  3.86
H  -2.67  1.91  1.48
C  2.09  0.31  -4.87
N  2.32  0.61  -2.08
H  -3.13  -2.95  1.62
H  3.13  2.49  3.67
H  1.37  1.33  4.60
H  -4.52  -3.16  -1.14
O  3.00  -1.82  0.30
H  4.33  0.78  -1.48
O  4.02  0.17  1.00
C  -1.93  -0.70  -2.73
C  -1.08  3.37  -0.37
C  -3.31  -0.90  -0.17
H  -2.02  0.91  2.77
H  1.61  -1.23  -2.81
H  -3.28  0.15  0.11
Ba  1.17  0.34  0.73
H  0.25  -0.72  3.12
H  2.47  0.46  -5.89
H  1.64  4.02  -1.06
H  3.52  2.48  -5.19
H  -0.88  -2.51  -3.32
H  -1.22  4.45  -0.45
H  -2.58  -4.07  -2.40
H  -3.49  -5.17  3.50
N  -1.06  -1.17  0.92
H  -0.31  -0.81  6.25
H  -0.77  -3.15  -0.90
C  2.96  3.12  2.80
C  0.49  2.32  2.88
C  -3.38  -0.24  -2.57
C  0.45  1.85  4.30
C  2.55  -0.68  -2.76
C  -1.38  -1.75  2.10
H  2.98  3.29  -3.70
H  5.03  -0.31  -3.45
C  1.59  2.91  2.22
H  -2.44  -2.28  -4.13
H  -2.24  -3.55  -0.03
C  3.60  1.35  -2.06
N  1.85  1.62  -4.26
H  3.03  3.92  0.02
H  -2.48  2.59  3.10
H  -0.17  -0.92  -1.51
C  -1.20  -0.57  -1.39
H  -3.91  -0.33  -3.53
H  -0.67  3.04  -1.33
H  -1.19  0.48  -1.08
H  3.44  2.31  -1.57
H  4.71  0.41  -5.05
C  -4.06  -1.08  -1.49
H  -1.43  -0.09  -3.49
H  1.15  -0.24  -4.93
H  -2.07  2.92  -0.28
C  4.32  0.26  -4.04
C  1.16  3.33  0.94
C  3.14  2.32  -4.17
Cl  4.29  -1.23  0.65
H  -4.60  -2.69  -2.84
O  4.87  -1.92  1.75
O  5.15  -1.27  -0.50
H  -4.03  -4.27  4.91
C  -1.91  -2.17  -3.17
H  0.42  0.86  -2.95
C  -0.63  2.38  2.00
H  0.37  -2.44  6.27
H  -3.85  -1.42  0.63
C  -4.03  -2.56  -1.91
H  -0.38  1.16  4.47
H  -3.40  0.82  -2.29
C  1.97  4.16  -0.02
C  -2.44  -2.65  2.39
C  -2.64  -3.19  3.65
H  1.10  -1.19  5.26



Entry from the Open Molecules 2025 dataset: a 17-piece molecular cluster, C34H51N17 overall at a distorted geometry (wB97M-V/def2-TZVPD).

Values from the calculation:
**Gap between HOMO and LUMO**: 11.686 eV
**Lowest unoccupied orbital energy**: 0.30 eV
**Energy relative to the best compared isomer or geometry (same formula, charge and spin)**: 0.0000 eV

Cartesian coordinates (Å):
C  12.76  16.12  11.94
H  7.26  16.86  9.89
C  16.44  18.52  12.99
H  14.80  15.02  16.24
C  12.11  10.30  9.45
C  9.38  14.11  7.54
C  17.42  9.97  13.26
H  15.65  8.20  15.67
C  14.59  8.28  15.90
H  12.70  7.43  12.24
H  17.97  11.87  13.70
H  16.32  7.29  10.16
H  14.13  11.75  7.55
H  16.35  17.58  13.52
C  18.30  11.22  7.19
H  17.10  11.65  12.13
H  15.49  13.59  15.32
H  13.00  16.60  11.00
H  19.11  11.75  6.74
N  8.46  14.13  8.24
N  15.48  9.78  5.50
C  16.31  18.20  11.58
C  11.89  8.11  12.57
H  17.66  10.86  6.38
H  15.15  14.57  8.37
H  13.55  12.17  5.96
H  14.43  8.35  16.96
C  10.01  11.97  12.85
C  18.13  15.16  10.90
H  12.34  9.05  12.90
H  17.33  19.10  13.26
C  9.43  13.01  13.64
H  10.49  10.14  8.23
N  12.51  13.88  14.50
N  18.16  9.79  10.34
C  10.51  14.00  6.60
H  18.06  16.16  10.55
H  13.63  11.80  11.94
C  17.20  9.16  10.28
H  10.51  13.01  6.16
N  17.51  15.17  6.38
N  16.76  12.72  8.73
C  16.03  8.36  10.14
C  14.19  9.39  15.13
H  19.12  14.93  11.30
C  11.00  10.93  16.56
H  11.13  12.00  16.57
C  13.23  13.11  10.33
N  16.31  17.88  10.46
H  15.30  8.59  10.87
C  15.59  15.56  8.08
N  12.57  13.49  9.51
C  14.65  13.97  15.95
H  15.63  8.53  9.14
C  13.18  16.84  13.10
H  15.11  12.19  10.93
H  6.22  15.54  10.48
H  11.69  15.89  11.93
H  11.39  14.21  7.21
C  17.48  12.12  8.07
C  6.70  16.49  10.72
H  18.56  10.32  7.73
N  13.19  10.04  9.69
H  11.31  8.30  11.71
C  13.47  13.90  15.13
H  14.11  7.41  15.48
H  10.04  10.24  9.94
N  17.07  9.00  13.80
H  5.89  17.14  11.02
H  14.50  13.27  16.76
C  11.90  10.29  17.52
N  16.47  15.00  12.83
N  10.52  11.14  12.22
C  16.64  15.39  7.13
N  8.23  16.25  12.79
H  8.62  13.53  13.10
N  13.46  17.47  14.03
H  17.90  14.42  10.13
H  14.79  16.16  7.58
H  14.38  13.39  11.93
C  17.89  11.31  12.79
C  14.95  10.73  5.92
N  13.97  10.39  14.61
C  14.15  12.53  11.31
H  15.64  19.21  13.26
C  17.23  15.08  11.98
H  10.34  14.66  5.74
N  10.65  6.84  14.54
H  13.29  15.19  11.87
H  15.17  12.75  6.52
H  15.87  16.11  8.95
C  7.55  16.37  11.88
H  9.17  12.59  14.60
C  10.71  10.61  9.18
C  11.14  7.47  13.70
H  10.20  13.77  13.72
N  12.61  9.76  18.24
C  14.44  11.92  6.50
H  10.69  11.69  9.09
H  9.99  10.56  16.74
H  18.80  11.24  12.22
H  11.25  10.50  15.57



Entry from the Open Molecules 2025 dataset: a 3-piece molecular cluster, C34H51N3O6S2 overall at a distorted geometry (wB97M-V/def2-TZVPD).

Values from the calculation:
**Gap between HOMO and LUMO (alpha / beta)**: 7.314 / 7.312 eV
**Multiplicity**: 3
**Lowest unoccupied orbital energy (alpha / beta)**: -0.89 / -0.89 eV

Cartesian coordinates (Å):
C  -3.57  1.20  -7.42
C  4.36  0.90  7.94
C  7.08  1.04  6.14
C  2.18  -2.52  3.08
H  6.26  -1.16  4.71
C  -5.64  -4.82  1.43
H  6.12  2.23  8.29
C  2.03  -1.21  0.21
N  4.94  0.01  6.87
C  4.30  2.87  6.33
C  5.49  1.52  8.82
H  6.13  0.73  9.25
H  -5.69  -5.49  2.42
H  -6.27  -5.28  0.56
H  -5.38  4.26  -7.67
S  -1.50  -2.60  -2.30
N  0.62  -3.59  0.00
H  -4.65  -5.52  -2.43
O  -0.89  0.52  -3.24
O  -1.95  2.49  -8.52
H  -4.37  -2.29  -2.09
C  0.06  0.07  -2.18
H  -5.32  3.33  -6.16
C  -1.24  -4.70  1.73
H  2.61  1.67  6.88
C  -4.74  -3.27  -1.54
H  -4.85  5.01  -6.16
C  -4.98  -4.41  -2.71
H  7.33  2.08  5.94
N  -3.26  2.54  -8.01
C  -3.33  3.72  -7.08
C  1.25  1.00  -1.53
H  -2.72  4.31  -5.06
O  -5.58  -4.08  -3.88
C  -4.80  4.09  -6.75
H  -2.93  5.89  -7.08
H  4.06  -0.73  9.39
H  3.04  1.06  0.15
H  -3.10  -5.54  3.08
H  6.42  0.29  3.71
H  -1.68  4.98  -7.90
C  -2.97  0.99  -6.00
H  -1.50  3.38  -5.92
H  5.06  2.08  9.67
C  -2.76  5.02  -7.73
H  1.86  -3.65  2.89
C  -3.07  2.19  -5.06
H  2.57  -0.28  8.53
H  -0.41  1.05  -3.95
H  -2.46  2.00  -4.17
C  -2.59  3.46  -5.74
C  -2.07  -3.50  -0.71
H  -3.39  0.08  -9.32
H  3.18  0.75  9.80
C  0.83  -2.16  -0.45
H  7.81  0.42  5.60
C  -0.12  -1.46  -1.63
H  3.18  2.73  8.15
H  5.11  3.43  6.80
H  2.81  -2.47  4.08
H  7.29  0.83  7.19
H  -5.67  1.91  -7.71
H  -1.90  0.75  -6.09
C  3.49  0.11  8.97
H  -3.26  5.23  -8.69
H  -5.49  0.71  -6.43
C  3.52  2.06  7.35
H  -3.46  -0.96  -7.89
C  -4.06  -4.53  1.02
H  1.18  -1.89  3.20
H  3.64  3.62  5.88
H  4.84  -0.42  3.95
O  4.03  -3.06  1.09
H  1.42  2.11  -1.89
H  4.00  1.67  4.60
H  -5.45  0.26  -8.14
H  5.50  2.57  4.58
C  -5.12  1.02  -7.41
C  5.79  -0.20  4.45
H  -4.10  2.30  -4.71
H  -5.79  -3.02  -1.05
C  -3.66  -3.79  -0.40
H  -1.97  -0.11  -8.27
C  -3.07  -0.01  -8.28
O  3.88  -0.76  6.35
H  -3.43  0.12  -5.51
H  -0.47  -5.08  2.53
C  5.61  0.70  5.72
H  1.28  -3.88  0.77
C  2.21  0.37  -0.32
C  -2.85  -4.99  2.06
S  3.17  -1.84  1.59
H  -6.13  -3.78  1.74
O  4.12  -0.71  2.15
C  -0.82  -3.91  0.32
C  4.85  1.97  5.23